(1)
Formula: C38H33BaCl5N6O3S3
Source: OMol25
Level of theory: ωB97M-V with the def2-TZVPD basis set

Its spin multiplicity is 1. The calculation puts the energy at -5543.17298 a.u. Its energy relative to the best compared isomer or geometry (same formula, charge and spin) is 5.1 kcal per mole. As for the HOMO-LUMO gap: 0.21523 Ha.

Last column: Löwdin charge in e.
Atoms and positions in Å:
Ba1 0.185 0.971 -0.985  1.7764
Cl1 -1.631 -0.295 -7.919  0.6360
Cl2 -0.633 3.895 -3.299  0.6447
Cl3 -2.267 4.582 -5.821  0.6713
Cl4 -3.579 2.330 -7.619  0.6039
Cl5 0.684 -0.697 -5.862  0.7448
S1 0.406 3.638 0.103  0.2785
S2 -3.308 5.672 4.139  0.5362
S3 -2.041 4.886 1.439  0.9551
O1 1.787 -0.812 0.107  -0.2236
O2 -0.432 -1.404 -2.043  -0.1894
O3 0.527 1.156 -3.516  -0.3502
N1 0.151 4.322 2.700  0.0470
N2 1.201 -2.692 -3.504  0.0437
N3 4.522 -1.697 -1.117  0.0699
N4 -0.833 4.699 3.596  -0.1882
N5 -0.572 -0.370 1.517  -0.0053
N6 -2.518 0.078 -0.869  -0.0429
C1 -2.236 1.962 -6.519  -0.6755
C2 -1.933 -4.433 -3.253  0.0201
C3 3.724 -1.720 1.221  -0.1085
C4 -0.355 4.275 1.537  -1.1162
C5 -0.998 -3.447 -3.027  -0.1189
C6 2.514 -2.735 -4.154  -0.1535
C7 -3.268 -4.281 -2.811  -0.2495
C8 3.551 -1.683 3.688  -0.2552
C9 0.122 6.396 6.742  -0.0687
C10 0.279 -3.600 -3.576  -0.0027
C11 -1.758 2.947 -5.607  -0.7010
C12 -4.141 -5.507 -2.755  -0.0557
C13 2.333 -1.287 1.127  -0.2810
C14 2.179 -1.346 3.607  0.0273
C15 -0.312 6.183 5.416  -0.0212
C16 3.295 -1.813 -1.904  -0.1596
C17 -2.639 -2.228 -1.724  -0.1188
C18 -3.567 -3.160 -2.083  0.0053
C19 -0.233 1.459 -4.470  -0.5332
C20 -0.855 2.711 -4.602  -0.5863
C21 -0.371 3.836 5.783  -0.0341
C22 -0.469 0.570 -5.613  -0.5805
C23 4.653 -1.720 0.175  -0.0229
C24 0.134 -0.922 2.410  -0.1045
C25 -1.449 0.802 -6.560  -0.6902
C26 1.567 -1.226 2.396  -0.0954
C27 -3.182 1.041 0.010  -0.2223
C28 -1.924 -0.030 1.912  -0.2208
C29 0.313 5.304 7.573  -0.0937
C30 3.618 -2.664 -3.105  -0.1517
C31 4.199 -1.802 5.073  -0.0463
C32 -2.360 1.273 1.263  -0.2206
C33 -0.473 4.889 4.929  -0.3043
C34 -3.055 -1.063 -0.946  -0.1189
C35 -2.055 5.126 3.151  -1.1027
C36 -1.323 -2.261 -2.220  -0.3009
C37 0.020 4.022 7.096  -0.0874
C38 4.251 -1.905 2.545  -0.0116
H1 -0.662 2.827 5.465  0.1226
H2 -4.577 -3.043 -1.713  0.1326
H3 3.609 -2.350 5.771  0.0607
H4 -1.652 -5.299 -3.824  0.1158
H5 0.592 5.419 8.641  0.1100
H6 -2.568 -0.831 1.582  0.1067
H7 0.471 -4.568 -4.050  0.1513
H8 -3.989 -1.264 -0.404  0.1271
H9 -5.160 -5.345 -3.164  0.0885
H10 0.858 -1.822 -3.100  0.0898
H11 5.374 -1.654 -1.639  0.1472
H12 -3.748 -6.377 -3.299  0.0808
H13 4.364 -0.818 5.545  0.0900
H14 2.881 -0.816 -2.202  0.1428
H15 5.693 -1.815 0.516  0.1470
H16 2.519 -1.886 -4.827  0.0562
H17 2.521 -2.273 -1.285  0.1204
H18 -3.373 1.998 -0.459  0.1194
H19 -4.288 -5.783 -1.753  0.0583
H20 5.306 -2.227 2.676  0.1290
H21 0.239 7.393 7.111  0.0950
H22 1.593 -1.170 4.502  0.1302
H23 -4.143 0.671 0.392  0.1184
H24 0.025 3.153 7.766  0.1039
H25 5.144 -2.338 5.049  0.0708
H26 3.914 -3.639 -2.760  0.1187
H27 -3.000 1.843 1.908  0.1066
H28 4.450 -2.300 -3.668  0.1100
H29 2.521 -3.653 -4.736  0.1289
H30 -1.478 1.907 1.085  0.0158
H31 -2.095 0.032 3.002  0.1266
H32 -0.310 -1.236 3.328  0.1154
H33 -0.473 7.041 4.771  0.1174

=====

(2)
Formula: C35H37BeClP2
Source: OMol25
Level of theory: ωB97M-V with the def2-TZVPD basis set

Its spin multiplicity is 1. The calculation puts the energy at -2513.38858 a.u. As for the HOMO-LUMO gap: 0.30098 Ha.

Last column: Löwdin charge in e.
Atoms and positions in Å:
Cl1 1.394 2.780 2.713  0.2421
P1 -2.400 0.850 -0.168  1.0086
P2 -1.652 -1.949 1.166  1.0168
C1 0.189 -3.120 2.882  -0.1461
C2 4.349 0.293 -0.591  -0.1203
C3 -1.839 -0.537 -1.199  -0.3329
C4 0.675 -3.500 0.527  -0.0845
C5 5.286 3.626 -0.448  -0.1142
C6 -5.560 1.172 -2.946  -0.0837
C7 -0.933 4.088 -2.335  -0.0785
C8 4.975 2.016 -2.434  -0.1979
C9 -0.170 -2.989 1.519  -0.4120
C10 1.875 -4.110 0.897  -0.0852
C11 -4.255 -2.960 0.763  -0.1021
C12 6.182 2.925 0.564  -0.2072
C13 6.321 1.422 0.306  -0.2086
C14 0.757 3.325 -0.788  -0.1022
C15 -4.993 1.898 -0.312  -0.1108
C16 -1.365 2.198 -0.892  -0.3708
C17 -4.364 0.752 -2.343  -0.1029
C18 1.430 -3.648 3.226  -0.0789
C19 2.271 -4.155 2.233  -0.0848
C20 0.339 4.225 -1.779  -0.0698
C21 5.242 3.358 -1.768  -0.1056
C22 -2.956 -3.282 1.213  -0.3510
C23 -6.472 1.957 -2.233  -0.0893
C24 -2.708 -4.570 1.704  -0.0898
C25 0.363 -0.152 3.211  -0.2379
C26 -4.033 1.164 -1.042  -0.3844
C27 -3.720 -5.536 1.709  -0.0872
C28 -0.079 2.312 -0.347  -0.1508
C29 -1.804 3.092 -1.884  -0.0715
C30 -5.261 -3.930 0.769  -0.0918
C31 3.901 1.119 -1.761  -0.1946
C32 -5.001 -5.221 1.246  -0.0947
C33 -6.192 2.305 -0.904  -0.0862
C34 4.960 0.774 0.491  -0.1039
C35 -1.543 -1.737 -0.621  -0.3336
Be1 0.327 1.318 2.418  -0.0139
H1 4.656 2.247 -3.480  0.1127
H2 7.009 1.017 1.066  0.1132
H3 2.992 1.685 -1.536  0.0935
H4 4.565 4.321 0.035  0.1068
H5 2.493 -4.546 0.117  0.1013
H6 -4.472 -1.962 0.373  0.0948
H7 -7.410 2.268 -2.700  0.1035
H8 3.548 0.395 -2.520  0.1056
H9 -3.682 0.119 -2.908  0.0902
H10 -5.768 0.880 -3.980  0.1047
H11 -1.706 -4.837 2.048  0.0937
H12 -6.916 2.894 -0.332  0.1050
H13 -1.261 4.770 -3.117  0.1039
H14 -5.790 -5.977 1.267  0.1009
H15 -0.461 -0.396 3.898  0.0136
H16 7.192 3.356 0.658  0.1129
H17 0.397 -3.418 -0.523  0.0859
H18 -1.298 -2.629 -1.212  0.0726
H19 1.012 5.022 -2.103  0.1075
H20 6.769 1.222 -0.679  0.1006
H21 5.708 2.982 1.559  0.1048
H22 5.335 4.173 -2.520  0.1004
H23 -3.491 -6.535 2.076  0.1016
H24 -6.260 -3.683 0.407  0.1013
H25 3.766 -0.647 -0.519  0.0986
H26 1.747 -3.643 4.268  0.1076
H27 0.320 -0.863 2.386  -0.0706
H28 1.731 3.427 -0.315  0.0854
H29 4.724 0.471 1.534  0.1143
H30 -0.439 -2.682 3.666  0.1054
H31 -2.802 2.999 -2.327  0.1017
H32 -4.782 2.171 0.723  0.0976
H33 1.330 -0.273 3.720  0.0182
H34 3.233 -4.587 2.499  0.1015
H35 -1.700 -0.335 -2.274  0.0787
H36 0.271 1.587 0.432  0.0449
H37 5.911 1.433 -2.449  0.0981